13
Properties=species:S:1:pos:R:3 method="wB97M-V/def2-TZVPD" de_lowest_kcal_mol=31.5 e_tot_ha=-232.3954 lumo_energy_ev=1.11 homo_energy_ev=-9.957 smiles="CC=O.C=C"
O 0.1737 -1.8491 -0.4736
C -1.9056 0.8917 1.3656
C 2.0023 -0.4415 -1.0062
C 1.0751 -1.1611 -0.0817
C -1.8414 0.8574 0.0477
H -1.8988 0.0208 2.0022
H 1.2678 -1.0506 1.0023
H 1.6805 -0.6352 -2.0258
H -2.0151 1.8534 1.8545
H -1.8979 1.7820 -0.5041
H 3.0105 -0.8357 -0.8669
H -1.6888 -0.0604 -0.5002
H 2.0376 0.6282 -0.8140

=====

13
Properties=species:S:1:pos:R:3 method="wB97M-V/def2-TZVPD" de_lowest_kcal_mol=119.0 e_tot_ha=-232.2560 lumo_energy_ev="-0.24 / -0.24" homo_energy_ev="-8.628 / -8.629"
O 1.9669 0.5872 0.4483
C -0.2323 0.2114 -0.4841
C 0.9203 1.0333 0.0435
C 0.9607 -2.0060 -0.1066
C -1.5221 0.4995 0.2961
H -1.4178 0.2123 1.3474
H -0.3735 0.4985 -1.5395
H -0.0622 -1.0007 -0.5000
H -1.8030 1.5631 0.2646
H 1.2452 -1.8623 0.9578
H -2.3492 -0.0726 -0.1315
H 0.7575 2.1386 0.0519
H 1.9095 -1.8022 -0.6479

=====

13
Properties=species:S:1:pos:R:3 method="wB97M-V/def2-TZVPD" de_lowest_kcal_mol=70.1 e_tot_ha=-232.3339 lumo_energy_ev=0.96 homo_energy_ev=-8.828 smiles="C=CO.C=C"
O -1.1019 1.0282 0.4501
C 2.3517 -1.3664 0.3399
C -2.0488 -0.1053 -1.4413
C -2.0203 0.9136 -0.5528
C 2.7407 -0.3991 1.1721
H 2.1120 -2.4128 0.5865
H -2.5978 1.8403 -0.6687
H 2.8765 0.5626 0.6697
H -1.5398 -1.0241 -1.1391
H 1.8953 -1.2105 -0.6404
H -1.9956 0.2612 -2.4695
H 3.1589 -0.6009 2.1612
H -0.9859 0.1512 0.8394

=====

13
Properties=species:S:1:pos:R:3 method="wB97M-V/def2-TZVPD" de_lowest_kcal_mol=86.3 e_tot_ha=-232.3080 lumo_energy_ev="-1.22 / -0.43" homo_energy_ev="-8.286 / -9.212"
O 1.0421 0.3368 1.2539
C 0.2304 -0.2119 -0.8163
C 0.1933 0.6969 0.3453
C 0.8211 -1.5437 -0.6387
C -1.2272 1.0953 0.8188
H 0.0418 0.1471 -1.8314
H -1.1084 1.8618 1.5893
H 0.4032 -2.2513 -1.3654
H -1.8938 1.4600 0.0296
H -1.6710 0.2093 1.2838
H 0.5850 1.5707 -0.3011
H 0.6738 -1.8371 0.4123
H 1.9098 -1.5339 -0.7801